# 1
A 2-piece molecular cluster, C5H9NS overall at a distorted geometry, computed with ωB97M-V with the def2-TZVPD basis set.

XYZ file:
```
16
Properties=species:S:1:pos:R:3:mulliken_charge:R:1
C 0.9374 -0.4763 -0.2537 0.938
C -2.8957 1.0040 0.0540 0.297
C 1.9715 -0.4885 0.8363 -1.191
C 0.9361 -1.7428 -1.0071 -1.330
C -2.6308 2.2151 0.3609 -0.499
N 0.2012 0.4485 -0.5857 -0.569
S -3.2483 -0.4632 -0.1928 -0.344
H 2.9300 -0.0511 0.4303 0.283
H 2.0711 -1.4213 1.2421 0.396
H 1.7281 0.3728 1.6187 0.283
H 0.1226 -1.9150 -1.5889 0.381
H 1.0444 -2.5819 -0.2871 0.328
H 1.8760 -1.8247 -1.5199 0.318
H 0.2149 1.3810 -0.1412 0.172
H -3.3462 2.7602 1.1294 0.199
H -1.9123 2.7831 -0.0953 0.338
```

Calculated values
Structure (SMILES): CC(C)=N.C=C=S


# 2
The molecule C5H9NS at a distorted geometry, computed with ωB97M-V with the def2-TZVPD basis set.

XYZ file:
```
16
Properties=species:S:1:pos:R:3:mulliken_charge:R:1
C -0.0772 1.8926 0.8927 -1.355
C -0.4046 0.4411 0.6071 0.292
C 0.0390 -1.0341 -1.4099 -0.573
C 0.2232 -1.6933 -0.0388 0.004
C 0.7687 -0.5728 0.7206 -0.276
H 0.0255 2.0664 1.9591 0.350
H -0.8463 2.4810 0.4231 0.367
H 0.8626 2.1401 0.3382 0.283
H -1.2810 0.0936 1.2117 0.269
H -1.4420 0.5158 -1.3610 0.224
H -0.5788 -1.5188 -2.1864 0.316
H 1.0268 -0.8004 -1.9239 0.198
H -0.8154 -1.9722 0.2868 0.191
H 1.5643 -0.0365 0.1709 0.168
N -0.5834 0.2311 -0.8707 -0.331
S 1.5187 -2.2338 1.1805 -0.127
```

Calculated values
Structure (SMILES): C[C@H]1NC[C@H]2S[C@H]12


# 3
The molecule C5H9NS at a distorted geometry, computed with ωB97M-V with the def2-TZVPD basis set.

XYZ file:
```
16
Properties=species:S:1:pos:R:3:mulliken_charge:R:1
C -0.2856 0.7997 -0.3376 0.597
C -0.4201 0.4482 1.1021 -0.925
C 0.5402 -1.1070 -0.6084 -0.029
C -0.8444 -0.4453 -1.0841 -0.902
C 1.1101 0.3501 -0.7866 -0.974
H -0.2126 2.7051 -0.1267 0.312
H -1.6394 2.1665 -0.5015 0.300
H -1.4469 0.4544 1.5140 0.386
H 0.1956 1.1348 1.6847 0.407
H 0.9494 -2.0284 -1.0423 0.427
H -1.7760 -0.9079 -0.7829 0.334
H -0.7837 -0.1775 -2.1970 0.313
H 1.9555 0.5401 -0.0689 0.310
H 1.2287 0.6771 -1.8019 0.367
N -0.6774 2.0820 -0.7565 -0.697
S 0.3544 -1.2133 1.1816 -0.225
```

Calculated values
Structure (SMILES): N[C@]12CS[C@H](C1)C2


Asked for orbital gap across the records above, the calculation gives 8.6, 9.5, 9.3 eV in order.
Asked for relative energy (zero: lowest compared OMol25 entry of this formula, charge and spin) across the records above, the calculation gives 2.658, 3.209, 1.052 eV in order.